Entry 1:
# C4H3N3

A single C4H3N3 molecule (ωB97M-V with the def2-TZVPD basis set, the Open Molecules 2025 dataset).

```
! wB97M-V def2-TZVPD RIJCOSX def2/J DEFGRID3
* xyz 0 1
C 0.917 -0.508 0.552
C -0.397 -0.004 0.156
C -1.510 -0.670 0.926
N -2.336 -1.211 1.548
N -0.741 0.752 -0.803
C -0.078 1.458 -1.694
N 0.168 2.144 -2.582
H 1.801 0.099 0.127
H 1.094 -1.588 0.133
H 1.083 -0.473 1.637
*
```

Output
- max |F| (eV Å⁻¹) = 3.617
- orbital gap (eV) = 9.627
- SMILES = C/C(C#N)=N\C#N
- E_tot (Eh) = -318.42142
- LUMO (eV) = -1.350

Entry 2:
# C4H3N3O

A single C4H3N3O molecule (ωB97M-V with the def2-TZVPD basis set, the Open Molecules 2025 dataset).

```
! wB97M-V def2-TZVPD RIJCOSX def2/J DEFGRID3
* xyz 0 1
N 2.463 1.822 -0.642
C 1.973 0.963 -0.112
C 1.643 -0.347 0.498
N 0.911 -1.380 0.228
N -0.212 -1.321 -0.685
C -1.231 -0.576 -0.667
C -1.799 0.503 0.325
O -2.545 1.487 0.034
H 2.305 -0.720 1.197
H -2.015 -0.902 -1.561
H -1.495 0.470 1.385
*
```

Output
- max |F| (eV Å⁻¹) = 5.256
- orbital gap (eV) = 9.162
- SMILES = N#C/C=N\N=C/C=O
- E_tot (Eh) = -393.57161
- LUMO (eV) = -1.059

Entry 3:
# C4H3N3O

A single C4H3N3O molecule (ωB97M-V with the def2-TZVPD basis set, the Open Molecules 2025 dataset).

```
! wB97M-V def2-TZVPD RIJCOSX def2/J DEFGRID3
* xyz 0 1
O -1.909 -0.440 -1.876
C -1.304 -0.161 -0.806
C -0.557 -1.283 -0.069
N 0.628 -1.307 0.355
C 1.290 -0.139 0.354
C 0.852 1.173 0.304
N -0.378 1.626 0.530
N -1.369 1.016 -0.091
H -1.236 -2.105 0.306
H 2.314 -0.338 0.491
H 1.669 1.960 0.501
*
```

Output
- max |F| (eV Å⁻¹) = 4.515
- orbital gap (eV) = 8.571
- SMILES = O=c1cnccnn1
- E_tot (Eh) = -393.59934
- LUMO (eV) = -1.538

Entry 4:
# C4H3N3O

A single C4H3N3O molecule (ωB97M-V with the def2-TZVPD basis set, the Open Molecules 2025 dataset).

```
! wB97M-V def2-TZVPD RIJCOSX def2/J DEFGRID3
* xyz 0 1
N 3.006 -0.085 0.883
C 1.969 0.041 0.417
C 0.608 0.206 -0.258
C 0.089 0.994 -1.303
N -1.271 0.683 -1.327
C -1.524 -0.325 -0.372
N -0.398 -0.502 0.388
O -0.478 -1.160 1.569
H 0.615 1.851 -1.902
H -2.491 -1.154 -0.352
H -0.124 -0.549 2.256
*
```

Output
- max |F| (eV Å⁻¹) = 4.386
- orbital gap (eV) = 9.714
- SMILES = N#Cc1cncn1O
- E_tot (Eh) = -393.59590
- LUMO (eV) = 0.206

Entry 5:
# C4H3N3O

A single C4H3N3O molecule (ωB97M-V with the def2-TZVPD basis set, the Open Molecules 2025 dataset).

```
! wB97M-V def2-TZVPD RIJCOSX def2/J DEFGRID3
* xyz 0 1
O 2.346 1.126 0.106
C 1.152 0.877 0.085
C 0.315 0.507 -1.096
C -0.682 -0.403 -1.053
N -0.984 -1.281 -0.048
C -0.598 -1.008 1.175
N -0.442 0.269 1.696
N 0.284 1.165 1.211
H 0.388 1.101 -1.957
H -1.158 -0.548 -2.040
H -0.620 -1.805 1.922
*
```

Output
- max |F| (eV Å⁻¹) = 2.175
- orbital gap (eV) = 8.835
- SMILES = O=c1ccncnn1
- E_tot (Eh) = -393.62753
- LUMO (eV) = -0.961

Entry 6:
# C4H3NO

A single C4H3NO molecule (ωB97M-V with the def2-TZVPD basis set, the Open Molecules 2025 dataset).

```
! wB97M-V def2-TZVPD RIJCOSX def2/J DEFGRID3
* xyz 0 1
C -2.276 -0.750 -0.139
C -1.237 -0.206 0.093
C 0.049 0.439 0.419
O 0.199 1.642 -0.327
C 1.165 -0.505 0.095
N 2.041 -1.202 -0.188
H -3.177 -1.276 -0.362
H 0.057 0.646 1.507
H 1.034 2.040 -0.021
*
```

Output
- max |F| (eV Å⁻¹) = 1.068
- orbital gap (eV) = 11.414
- SMILES = C#C[C@H](O)C#N
- E_tot (Eh) = -284.11503
- LUMO (eV) = 0.414

Entry 7:
# C4H3NO

A single C4H3NO molecule (ωB97M-V with the def2-TZVPD basis set, the Open Molecules 2025 dataset).

```
! wB97M-V def2-TZVPD RIJCOSX def2/J DEFGRID3
* xyz 0 1
O -2.343 0.357 -0.084
C -1.417 -0.289 0.327
C -0.090 -0.443 -0.429
C 1.035 -0.862 0.393
N 2.146 -0.164 -0.065
C 1.295 0.714 -0.086
H -1.532 -0.872 1.292
H -0.020 -0.200 -1.470
H 0.925 1.759 0.121
*
```

Output
- max |F| (eV Å⁻¹) = 5.197
- orbital gap (eV) = 9.019
- SMILES = O=C[C@@H]1C2=N[C@H]21
- E_tot (Eh) = -283.99150
- LUMO (eV) = 0.105

Entry 8:
# C4H3NO

2 unconnected molecules or ions with the total composition C4H3NO (ωB97M-V with the def2-TZVPD basis set, the Open Molecules 2025 dataset).

```
! wB97M-V def2-TZVPD RIJCOSX def2/J DEFGRID3
* xyz 0 1
C 0.051 -1.550 -0.058
C -1.827 1.418 0.152
C 0.897 0.647 0.140
C 1.079 -0.603 -0.307
N -0.765 -2.399 -0.161
O -2.752 1.009 0.677
H -0.031 0.993 0.699
H 1.520 1.416 -0.220
H 1.830 -0.930 -0.924
*
```

Output
- max |F| (eV Å⁻¹) = 4.535
- orbital gap (eV) = 10.706
- E_tot (Eh) = -284.14474
- LUMO (eV) = 0.275